No. 1
# C5H19GaNO2

C5H19GaNO2 as an isolated structure (ωB97M-V/def2-TZVPD, the OMol25 dataset).

Positions of all 28 atoms, in Å:
C -0.936 -2.002 0.761
Ga -2.761 -1.058 0.735
N -4.154 -2.382 1.073
H -1.009 -3.082 0.910
H -0.331 -1.604 1.579
H -0.398 -1.829 -0.174
H -2.761 0.080 1.906
H -3.006 -0.267 -0.669
H -4.911 -2.331 0.398
H -4.589 -2.158 1.963
C -1.095 2.939 -2.015
C 0.008 2.630 -1.021
O 0.061 1.243 -0.719
H -2.054 2.598 -1.626
H -1.152 4.010 -2.220
H -0.920 2.417 -2.959
H -0.181 3.136 -0.075
H 0.979 2.972 -1.402
H 0.215 0.762 -1.541
C 3.041 -1.491 0.938
C 3.677 -0.168 0.551
O 3.163 0.329 -0.679
H 3.206 -2.232 0.154
H 3.461 -1.870 1.872
H 1.962 -1.384 1.064
H 4.752 -0.285 0.408
H 3.522 0.575 1.342
H 2.213 0.453 -0.553

- Kohn-Sham gap (eV) = 7.1
- lowest unoccupied orbital energy (eV) = 3.170
- strongest force on any atom (hartree/bohr) = 0.0094
- charge = -1
- 2S+1 = 1

Atom charges from the Mulliken analysis, given in e for atoms 1 to 4: number 1, C, carries -1.008; number 2, Ga, carries -0.020; number 3, N, carries -0.574; number 4, H, carries 0.367



No. 2
# C6H9N4

A 2-piece molecular cluster, C6H9N4 overall in a non-equilibrium geometry (ωB97M-V/def2-TZVPD, the OMol25 dataset).

Positions of all 19 atoms, in Å:
C -1.627 0.211 1.671
C -1.470 -0.360 0.453
C -0.557 0.991 2.222
C 0.937 0.395 0.627
C -0.060 -0.384 -0.079
C 1.120 -1.782 -1.801
N -0.134 3.933 -1.468
N 0.644 1.088 1.793
N 0.154 2.916 -1.165
N 0.034 -1.091 -1.172
H -2.528 0.156 2.293
H -2.195 -1.100 -0.083
H -0.762 1.381 3.234
H 1.910 -0.080 0.820
H 1.186 1.140 -0.045
H 1.587 -2.459 -1.149
H 0.786 -2.322 -2.673
H 1.818 -1.085 -2.062
H -0.842 -1.547 -1.418

- energy relative to the best compared isomer or geometry (same formula, charge and spin) (kJ/mol) = 185.77
- Kohn-Sham gap (eV) = 9.1
- lowest unoccupied orbital energy (eV) = -5.158
- strongest force on any atom (hartree/bohr) = 0.0665
- charge = +1
- 2S+1 = 1

Atom charges from the Mulliken analysis, given in e for atoms 1 to 4: number 1, C, carries -0.323; number 2, C, carries -0.512; number 3, C, carries -0.120; number 4, C, carries -0.726



No. 3
# C5H8N2

A 2-piece molecular cluster, C5H8N2 overall in a non-equilibrium geometry (ωB97M-V/def2-TZVPD, the OMol25 dataset).

Positions of all 15 atoms, in Å:
C -2.064 0.191 0.052
C -0.974 -0.386 -0.815
C 0.323 0.272 -1.106
C 0.740 1.412 -0.316
N 1.180 2.200 0.410
N 0.290 -1.004 -0.352
C 1.811 -0.614 1.293
H -1.662 0.878 0.800
H -2.806 0.728 -0.554
H -2.585 -0.627 0.559
H -1.390 -0.891 -1.702
H 0.727 0.272 -2.123
H 2.090 -0.474 0.287
H 2.407 -1.387 1.801
H 1.580 0.238 1.935

- energy relative to the best compared isomer or geometry (same formula, charge and spin) (kJ/mol) = 540.64
- Kohn-Sham gap (alpha / beta) (eV) = 9.7 / 8.0
- lowest unoccupied orbital energy (alpha / beta) (eV) = -0.090 / -0.854
- strongest force on any atom (hartree/bohr) = 0.0229
- 2S+1 = 1

Atom charges from the Mulliken analysis, given in e for atoms 1 to 4: number 1, C, carries -1.183; number 2, C, carries 0.215; number 3, C, carries 0.099; number 4, C, carries 0.091



No. 4
# C4H22O10

A 8-piece molecular cluster, C4H22O10 overall in a non-equilibrium geometry (ωB97M-V/def2-TZVPD, the OMol25 dataset).

Positions of all 36 atoms, in Å:
C -2.420 -1.447 -1.576
C -2.105 -0.105 -0.935
O -2.463 -0.157 0.404
C -0.505 0.122 -0.924
C -0.028 1.491 -1.110
O -0.584 2.529 -1.231
O 1.358 1.490 -1.194
H -3.389 -1.196 -2.236
H -2.752 -2.224 -1.010
H -1.560 -1.679 -2.230
H -2.592 0.649 -1.432
H -2.435 0.778 0.854
H -0.409 -0.366 0.067
H -0.125 -0.550 -1.750
H 1.834 2.335 -1.073
O 0.815 1.676 3.128
H 1.195 1.589 2.226
H 1.051 0.844 3.547
O -1.445 2.341 1.765
H -0.950 2.641 1.018
H -0.677 2.091 2.311
O -1.159 -1.254 2.422
H -1.785 -1.146 1.690
H -1.452 -0.656 3.063
O 1.304 -1.142 1.332
H 1.292 -1.886 0.658
H 0.537 -1.107 1.749
O 1.248 -2.634 -1.448
H 1.680 -1.834 -1.715
H 1.815 -3.242 -1.741
O 2.176 1.303 0.901
H 1.893 0.439 0.964
H 3.036 1.194 0.664
O 2.654 -0.643 -2.229
H 2.707 -0.364 -3.161
H 2.238 0.120 -1.768

- energy relative to the best compared isomer or geometry (same formula, charge and spin) (kJ/mol) = 221.52
- SMILES = C[C@@H](O)CC(=O)O.O.O.O.O.O.O.O
- Kohn-Sham gap (eV) = 10.5
- lowest unoccupied orbital energy (eV) = 0.180
- strongest force on any atom (hartree/bohr) = 0.1519
- 2S+1 = 1

Atom charges from the Mulliken analysis, given in e for atoms 1 to 4: number 1, C, carries -1.283; number 2, C, carries 0.293; number 3, O, carries -0.710; number 4, C, carries 0.334



No. 5
# C12H13N5O3PtS2

C12H13N5O3PtS2 as an isolated structure in a non-equilibrium geometry (ωB97M-V/def2-TZVPD, the OMol25 dataset).

Positions of all 36 atoms, in Å:
Pt -0.952 0.097 0.195
O 0.377 -1.233 1.290
C 1.335 -1.804 0.687
O -0.429 -1.317 -1.471
C 0.831 -1.244 -1.615
O 1.410 -1.032 -2.762
N 1.724 -1.375 -0.588
C 2.871 -1.018 -2.531
C 3.078 -1.531 -1.137
H 3.221 0.014 -2.621
H 3.323 -1.654 -3.294
H 3.787 -0.944 -0.552
H 3.381 -2.583 -1.130
C 1.977 -2.890 1.317
C 1.415 -3.471 2.406
H 2.897 -3.238 0.854
H 0.463 -3.132 2.811
H 1.909 -4.327 2.865
N 0.241 0.867 3.159
C -0.459 1.808 2.537
N -1.115 1.626 1.372
C -1.753 2.755 0.879
C -1.581 3.843 1.712
S -0.637 3.434 3.094
C -2.413 2.504 -0.335
C -3.263 3.199 -1.173
S -3.842 2.203 -2.452
C -2.871 0.880 -1.905
N -2.179 1.219 -0.797
N -2.815 -0.313 -2.492
H 0.704 1.107 4.026
H 0.320 -0.078 2.782
H -1.985 4.818 1.484
H -3.520 4.237 -1.014
H -3.411 -0.482 -3.292
H -2.037 -0.945 -2.308

- energy relative to the best compared isomer or geometry (same formula, charge and spin) (kJ/mol) = 0.00
- <S²> = 2.07
- Kohn-Sham gap (alpha / beta) (eV) = 3.5 / 4.0
- lowest unoccupied orbital energy (alpha / beta) (eV) = -7.555 / -10.478
- strongest force on any atom (hartree/bohr) = 0.0994
- charge = +2
- 2S+1 = 3

Atom charges from the Mulliken analysis, given in e for atoms 1 to 4: number 1, Pt, carries 0.800; number 2, O, carries -1.147; number 3, C, carries 0.944; number 4, O, carries -0.963



No. 6
# C4H5HgLiO

C4H5HgLiO as an isolated structure in a non-equilibrium geometry (ωB97M-V/def2-TZVPD, the OMol25 dataset).

Positions of all 12 atoms, in Å:
C -2.215 0.328 0.761
C -1.285 1.217 0.459
C -0.464 2.142 0.015
H -2.186 -0.213 1.709
H -3.063 0.156 0.094
H 0.219 1.939 -0.806
H -0.584 3.184 0.332
O 1.776 -1.292 -0.755
C 2.929 -1.566 -0.324
Hg -0.509 -1.566 -0.573
Li 1.747 -3.635 -0.483
H 3.636 -0.695 -0.429

- energy relative to the best compared isomer or geometry (same formula, charge and spin) (kJ/mol) = 18.49
- <S²> = 2.01
- Kohn-Sham gap (alpha / beta) (eV) = 4.4 / 6.5
- lowest unoccupied orbital energy (alpha / beta) (eV) = -0.724 / -0.939
- strongest force on any atom (hartree/bohr) = 0.0323
- 2S+1 = 3

Atom charges from the Mulliken analysis, given in e for atoms 1 to 4: number 1, C, carries -0.883; number 2, C, carries 0.341; number 3, C, carries -0.537; number 4, H, carries 0.334



No. 7
# C5H9NO

One molecule with the formula C5H9NO (ωB97M-V/def2-TZVPD, the OMol25 dataset).

Positions of all 16 atoms, in Å:
C -1.420 -1.406 0.062
C -0.625 -0.585 -0.961
C -0.526 0.913 -0.594
N 0.834 0.656 -0.125
C 1.531 1.239 0.990
C 0.850 -0.660 -0.535
O 1.704 -1.509 -0.454
H -0.995 -1.296 1.068
H -1.397 -2.469 -0.190
H -2.466 -1.085 0.111
H -0.886 -0.829 -1.994
H -0.548 1.601 -1.447
H -1.231 1.255 0.172
H 1.562 0.534 1.832
H 2.567 1.485 0.740
H 1.043 2.156 1.326

- energy relative to the best compared isomer or geometry (same formula, charge and spin) (kJ/mol) = 108.55
- SMILES = C[C@H]1CN(C)C1=O
- Kohn-Sham gap (eV) = 10.2
- lowest unoccupied orbital energy (eV) = 0.934
- strongest force on any atom (hartree/bohr) = 0.0123
- 2S+1 = 1

Atom charges from the Mulliken analysis, given in e for atoms 1 to 4: number 1, C, carries -1.360; number 2, C, carries 0.317; number 3, C, carries -0.657; number 4, N, carries 0.089



What did the sixth record say?
# C4H5HgLiO

C4H5HgLiO as an isolated structure in a non-equilibrium geometry (ωB97M-V/def2-TZVPD, the OMol25 dataset).

Positions of all 12 atoms, in Å:
C -2.215 0.328 0.761
C -1.285 1.217 0.459
C -0.464 2.142 0.015
H -2.186 -0.213 1.709
H -3.063 0.156 0.094
H 0.219 1.939 -0.806
H -0.584 3.184 0.332
O 1.776 -1.292 -0.755
C 2.929 -1.566 -0.324
Hg -0.509 -1.566 -0.573
Li 1.747 -3.635 -0.483
H 3.636 -0.695 -0.429

- energy relative to the best compared isomer or geometry (same formula, charge and spin) (kJ/mol) = 18.49
- <S²> = 2.01
- Kohn-Sham gap (alpha / beta) (eV) = 4.4 / 6.5
- lowest unoccupied orbital energy (alpha / beta) (eV) = -0.724 / -0.939
- strongest force on any atom (hartree/bohr) = 0.0323
- 2S+1 = 3

Atom charges from the Mulliken analysis, given in e for atoms 1 to 4: number 1, C, carries -0.883; number 2, C, carries 0.341; number 3, C, carries -0.537; number 4, H, carries 0.334